{
  "formula": "C43H34CaGeN3O3S",
  "method": "ωB97M-V/def2-TZVPD",
  "species": ["Ca", "O", "C", "C", "O", "O", "C", "C", "C", "C", "C", "C", "C", "C", "C", "C", "C", "C", "H", "H", "H", "H", "H", "H", "H", "H", "H", "H", "H", "N", "C", "C", "C", "C", "C", "C", "N", "C", "C", "C", "S", "C", "N", "H", "H", "H", "H", "H", "H", "H", "C", "Ge", "C", "C", "C", "C", "C", "C", "C", "C", "C", "C", "C", "C", "C", "C", "C", "C", "C", "C", "H", "H", "H", "H", "H", "H", "H", "H", "H", "H", "H", "H", "H", "H", "H", "H"],
  "positions_angstrom": [[0.659, 0.960, 0.116], [3.046, 0.860, 0.142], [3.638, 2.028, -0.490], [2.432, 3.128, -0.753], [2.630, 4.337, -0.831], [1.286, 2.602, -1.003], [4.543, 2.631, 0.519], [3.955, 3.134, 1.757], [4.774, 3.413, 2.809], [6.145, 3.318, 2.651], [6.728, 2.993, 1.401], [5.937, 2.659, 0.338], [4.232, 1.713, -1.850], [4.847, 2.776, -2.518], [5.028, 2.679, -3.882], [4.633, 1.534, -4.588], [4.037, 0.483, -3.872], [3.757, 0.588, -2.557], [3.693, 0.535, 0.747], [2.916, 3.249, 1.787], [4.321, 3.672, 3.801], [6.725, 3.586, 3.533], [7.792, 2.917, 1.337], [6.402, 2.339, -0.627], [5.170, 3.646, -1.846], [5.500, 3.458, -4.486], [4.757, 1.395, -5.653], [3.860, -0.446, -4.413], [3.295, -0.171, -1.948], [-2.943, 3.501, 1.300], [-3.533, 3.231, 0.001], [-4.564, 3.887, -0.659], [-4.588, 3.696, -2.058], [-3.792, 2.685, -2.691], [-2.864, 1.978, -1.909], [-2.699, 2.312, -0.603], [-1.579, 2.060, 0.182], [-1.789, 2.777, 1.258], [-0.887, 2.722, 2.431], [-1.084, 3.412, 3.598], [0.096, 3.020, 4.787], [0.920, 2.102, 3.647], [0.339, 1.999, 2.430], [-3.423, 3.995, 2.117], [-5.171, 4.691, -0.226], [-5.288, 4.320, -2.566], [-4.113, 2.349, -3.689], [-2.336, 1.088, -2.235], [-1.890, 4.049, 3.830], [1.887, 1.617, 3.898], [-0.122, -1.482, -0.226], [-1.347, -2.840, 0.281], [-2.895, -2.954, -0.812], [-4.085, -3.425, -0.240], [-5.314, -3.189, -0.861], [-5.306, -2.471, -2.041], [-4.140, -2.066, -2.677], [-2.950, -2.332, -2.026], [-0.420, -4.569, -0.270], [0.784, -4.540, -0.963], [1.128, -5.583, -1.833], [0.375, -6.727, -1.919], [-0.715, -6.887, -1.015], [-1.009, -5.820, -0.134], [-2.135, -2.715, 2.014], [-1.705, -3.504, 3.063], [-2.180, -3.297, 4.361], [-3.147, -2.388, 4.589], [-3.504, -1.542, 3.542], [-3.111, -1.767, 2.225], [0.156, -1.690, -1.287], [-4.120, -3.869, 0.710], [-6.291, -3.460, -0.465], [-6.181, -2.150, -2.594], [-4.115, -1.517, -3.610], [-2.023, -1.956, -2.542], [1.373, -3.627, -0.945], [1.920, -5.449, -2.568], [0.624, -7.531, -2.640], [-1.252, -7.776, -0.875], [-1.718, -6.052, 0.668], [-1.034, -4.351, 2.788], [-1.660, -3.795, 5.156], [-3.626, -2.288, 5.536], [-4.191, -0.743, 3.767], [-3.500, -1.156, 1.376]],
  "mulliken_charge": [1.803, -0.557, 2.997, 0.420, -0.681, -0.900, -0.547, -0.604, -0.577, -0.361, -0.918, -0.343, -0.300, -0.178, -0.985, -0.407, -0.729, -0.729, 0.374, 0.754, 0.354, 0.347, 0.397, 0.391, 0.379, 0.328, 0.397, 0.376, 0.532, -0.014, 0.382, -1.074, -0.402, -0.716, -0.302, 0.083, 0.328, -0.295, -0.084, -0.832, -0.297, -0.354, 0.099, 0.310, 0.352, 0.374, 0.319, 0.327, 0.390, 0.383, -1.456, 1.350, -0.065, -0.100, -0.915, -0.322, -0.636, -0.170, -0.107, -0.401, -0.399, -0.409, -0.698, -0.299, 0.145, -0.215, -0.484, -0.616, -0.606, -0.253, 0.253, 0.568, 0.376, 0.323, 0.418, 0.144, 0.440, 0.326, 0.308, 0.444, 0.291, 0.225, 0.373, 0.411, 0.394, 0.351],
  "largest_force_ha_per_bohr": 0.10428,
  "total_charge": -1,
  "total_energy_ev": -141544.386,
  "de_lowest_kcal_mol": 48.58,
  "gap_ha": [0.2588, 0.1372],
  "e_lumo_ev": [2.32, 2.29]
}